1.
Below is one molecule with the formula C20H18F2NO3P, with properties calculated with wB97M-V/def2-TZVPD.

## Properties
**Energy above the lowest of the compared OMol25 structures with the same formula, charge and spin**: 0.2557 eV
**Spin multiplicity**: 1
**SMILES**: CCc1ccc(NP(=O)(Oc2ccccc2F)Oc2ccccc2F)cc1
**Kohn-Sham gap**: 9.23 eV
**LUMO**: 0.8 eV

Geometry (Å):
H (-6.108, -2.782, 0.015)
C (4.127, -0.377, -0.754)
H (-1.974, -1.825, 2.429)
H (-3.728, -0.076, -1.821)
C (-0.095, 2.355, 0.147)
C (-6.295, -1.947, -0.656)
C (1.195, 2.032, 0.537)
F (3.403, 2.745, 0.990)
H (-1.436, 3.904, -0.442)
C (-3.722, -1.284, 1.320)
C (-2.360, -1.440, 1.496)
H (5.879, 0.488, -1.606)
N (-0.105, -1.282, 0.664)
H (6.422, -3.248, 0.415)
H (3.471, 0.413, -1.083)
C (-5.720, -0.656, -0.070)
H (0.256, 5.694, -0.252)
C (3.595, -1.436, -0.039)
H (2.574, 5.124, 0.440)
H (-1.307, -0.374, -1.528)
H (-5.828, -2.167, -1.613)
C (-1.478, -1.105, 0.473)
H (-0.825, 1.564, 0.064)
C (6.315, -1.368, -0.636)
H (-5.930, 0.172, -0.750)
F (3.942, -3.494, 1.072)
H (0.154, -1.682, 1.555)
O (1.569, 0.754, 0.852)
O (2.273, -1.545, 0.309)
C (-0.429, 3.669, -0.136)
C (-1.984, -0.617, -0.726)
H (-7.369, -1.854, -0.805)
P (1.140, -0.498, -0.101)
C (1.813, 4.365, 0.356)
C (-3.349, -0.459, -0.884)
H (7.368, -1.339, -0.867)
C (4.449, -2.459, 0.371)
C (5.480, -0.345, -1.050)
C (-4.238, -0.785, 0.132)
O (0.999, -0.129, -1.505)
C (2.140, 3.051, 0.630)
H (-6.208, -0.446, 0.884)
C (0.519, 4.672, -0.031)
C (5.798, -2.435, 0.079)
H (-4.393, -1.550, 2.124)

Cartesian forces, eV/Å:
H 0.01 -0.11 0.03
C -0.12 -0.02 0.03
H 0.04 -0.03 0.11
H -0.05 0.05 -0.11
C 0.14 0.00 0.10
C -0.08 0.20 0.06
C 0.00 0.65 -0.13
F -0.19 -0.02 -0.04
H -0.10 0.02 -0.03
C 0.05 0.04 -0.11
C 0.15 0.00 -0.04
H 0.02 0.08 -0.05
N 0.71 0.17 -0.19
H 0.02 -0.10 0.05
H 0.00 0.12 -0.09
C 0.00 -0.23 -0.08
H -0.02 0.10 -0.02
C 0.64 -0.12 0.05
H 0.10 0.05 0.02
H 0.07 0.04 -0.14
H 0.03 -0.07 -0.09
C -0.55 0.11 -0.12
H -0.14 0.01 0.00
C -0.01 0.03 -0.02
H -0.02 0.05 0.08
F 0.00 0.18 -0.10
H 0.04 -0.05 -0.02
O 0.07 -0.74 -0.33
O -0.26 0.08 -0.02
C -0.07 -0.04 -0.01
C 0.03 -0.06 -0.04
H -0.12 -0.07 -0.05
P 0.19 -0.13 0.83
C 0.05 -0.19 0.04
C -0.03 -0.03 0.19
H 0.10 0.00 -0.02
C -0.12 -0.01 0.03
C 0.02 0.01 0.00
C -0.10 0.16 0.02
O -0.21 -0.08 0.09
C 0.01 -0.14 0.02
H 0.00 0.09 -0.03
C 0.00 -0.01 0.00
C -0.24 0.00 0.05
H -0.07 -0.02 0.09

These are the Löwdin partial charges, in e, on atoms 1 to 6: number 1, H, carries 0.074; number 2, C, carries -0.010; number 3, H, carries 0.110; number 4, H, carries 0.117; number 5, C, carries -0.003; number 6, C, carries -0.096

---

2.
Below is a 4-piece molecular cluster, C20H18F3N overall at a distorted geometry, with properties calculated with wB97M-V/def2-TZVPD.

## Properties
**Spin multiplicity**: 2
**Expectation value of S²**: 0.77
**Kohn-Sham gap (alpha / beta)**: 6.09 / 1.78 eV
**Net charge**: +1
**LUMO (alpha / beta)**: -4.7 / -9.0 eV

Geometry (Å):
C (-0.341, 1.020, 1.666)
C (1.498, 0.328, 0.335)
H (2.525, -5.292, 5.926)
C (0.302, 1.481, -4.621)
C (2.183, -4.541, 2.639)
C (-1.248, 2.341, -6.315)
H (-1.277, 1.523, 1.863)
H (-3.575, 4.395, -1.386)
H (0.609, -3.380, 1.814)
H (-2.212, 3.073, -1.334)
H (0.362, 2.766, -2.869)
C (2.108, -4.965, 4.985)
F (-0.254, 1.742, -0.567)
C (0.312, 1.034, 0.454)
H (-0.708, -3.479, 3.940)
C (0.999, -3.888, 2.684)
C (0.837, -4.393, 5.039)
C (-1.545, 3.459, -5.573)
F (2.883, -4.513, 1.470)
C (-0.090, 2.586, -3.833)
F (-1.351, 4.515, -3.495)
C (2.706, -5.131, 3.791)
C (-0.968, 3.542, -4.302)
H (-2.158, 4.267, -5.944)
H (2.857, -1.107, 1.337)
C (1.989, -0.465, 1.375)
H (-4.013, 2.736, -1.286)
C (0.048, 0.238, 2.751)
C (1.240, -0.481, 2.595)
C (-0.369, 1.373, -5.867)
C (-3.203, 3.427, -1.050)
H (-1.607, 2.225, -7.327)
H (1.933, 0.436, -0.648)
H (0.985, 0.693, -4.343)
H (-0.023, 0.576, -6.509)
H (3.661, -5.609, 3.631)
H (0.301, -4.353, 5.976)
C (-3.276, 3.372, 0.463)
H (-0.569, 0.206, 3.637)
H (1.524, -1.129, 3.410)
C (0.278, -3.912, 3.862)
N (-3.351, 3.284, 1.624)

Cartesian forces, eV/Å:
C -1.60 0.07 0.78
C -0.09 0.18 -1.08
H 0.35 -0.28 -0.17
C -1.76 1.92 0.86
C 0.49 0.03 0.24
C -1.03 1.45 -0.79
H -0.13 0.48 -0.68
H 0.71 0.10 -0.10
H -0.02 -0.08 -0.14
H -0.27 0.30 -0.32
H -0.04 -0.15 0.25
C -1.39 -0.01 1.57
F 0.53 -0.08 -0.26
C 0.06 -0.53 2.03
H -0.09 0.14 -0.32
C -1.05 0.24 -0.56
C 0.11 -0.05 -0.60
C -0.23 -0.49 -1.33
F -0.08 -0.35 0.61
C 2.63 -2.43 0.39
F 0.59 -0.77 -0.78
C 1.83 0.07 -2.36
C -1.16 0.91 0.61
H -0.14 -0.04 -0.01
H 0.14 0.24 -0.42
C -1.74 0.55 1.59
H 0.33 -0.34 -0.65
C 1.70 -0.11 -1.51
C -0.05 -0.22 -0.52
C 1.77 -0.76 0.68
C -1.16 -0.45 2.38
H -0.33 0.17 0.02
H 0.64 -0.43 -0.04
H 0.13 0.30 0.41
H -0.40 -0.14 -0.26
H 0.18 -0.15 0.43
H -0.06 0.09 -0.01
C 0.18 0.19 1.15
H 0.18 -0.02 0.07
H 0.38 -0.07 -0.05
C -0.29 0.33 1.29
N 0.19 0.16 -2.39

These are the Löwdin partial charges, in e, on atoms 1 to 6: number 1, C, carries -0.026; number 2, C, carries -0.035; number 3, H, carries 0.112; number 4, C, carries 0.062; number 5, C, carries -0.272; number 6, C, carries 0.003

---

3.
Below is one molecule with the formula C20H18F9N2O4P at a distorted geometry, with properties calculated with wB97M-V/def2-TZVPD.

## Properties
**Spin multiplicity**: 1
**SMILES**: NC1=C(CCCNCc2ccccc2O)C(=O)C(C(F)(F)C(F)(F)C(F)(F)C(F)(F)F)=C([PH2]=O)C1=O
**Kohn-Sham gap**: 7.00 eV
**LUMO**: -1.8 eV

Geometry (Å):
C (2.223, 2.056, 2.830)
C (-3.947, -0.591, -0.572)
H (0.231, -3.289, -5.597)
C (0.567, 1.649, 1.032)
C (-0.827, 0.405, -2.268)
C (1.303, 0.422, -3.515)
F (-5.649, 0.515, -1.786)
H (0.026, 2.305, 1.767)
H (4.344, 0.608, 4.220)
C (-1.091, -1.098, -2.595)
H (-1.786, -3.691, -4.565)
H (3.300, 2.393, 2.843)
C (3.315, 0.369, 4.571)
H (2.882, 0.500, -4.747)
C (0.534, -0.564, -4.452)
C (0.579, 2.499, -0.314)
H (1.898, 2.631, -2.057)
F (-2.884, -2.780, -2.550)
C (1.411, 1.819, -1.451)
C (-4.703, -0.470, -1.940)
H (2.202, 0.480, 1.588)
C (-0.406, -1.564, -3.675)
O (0.324, -4.299, -3.473)
P (-0.424, -3.314, -4.322)
F (-1.118, -3.038, -1.308)
F (-4.870, -1.108, 0.320)
O (-0.288, 1.282, 4.049)
H (1.783, -1.698, 7.017)
C (0.742, -0.318, 5.654)
C (1.918, -0.958, 6.200)
H (2.247, 1.216, -1.006)
H (1.139, 3.437, -0.034)
F (-3.965, -0.114, -3.006)
H (-0.678, 0.629, 3.440)
C (0.632, 0.883, -2.413)
N (1.963, 1.468, 1.498)
O (-1.675, 1.206, -1.971)
C (-1.996, -2.055, -1.772)
H (0.067, 0.658, 0.901)
F (-3.737, 0.689, -0.112)
H (-0.443, 2.836, -0.601)
C (-2.647, -1.473, -0.472)
N (2.664, 0.791, -3.786)
H (2.667, 1.816, -3.811)
H (1.619, 2.961, 3.065)
O (0.627, -0.551, -5.646)
C (2.136, 1.004, 3.998)
F (-2.958, -2.574, 0.307)
H (-0.276, -0.530, 6.048)
C (3.225, -0.600, 5.651)
F (-5.432, -1.609, -2.148)
F (-1.725, -0.784, 0.296)
H (4.103, -1.103, 6.101)
C (0.853, 0.644, 4.567)

Cartesian forces, eV/Å:
C 1.69 -0.58 1.13
C -1.25 1.14 1.39
H -0.74 0.67 0.36
C -0.06 0.92 -0.75
C 1.36 0.58 0.22
C -0.67 -0.60 0.73
F 1.16 -0.91 -0.07
H 0.23 -1.02 -0.57
H -1.02 -0.01 0.07
C 0.47 0.07 -1.19
H 0.55 0.57 -0.04
H -0.99 -0.18 -0.02
C -1.04 -0.67 0.92
H 0.06 0.02 0.45
C 0.18 0.49 1.92
C 0.80 0.08 0.83
H -0.44 -0.74 0.46
F 0.36 1.45 0.96
C -0.94 0.29 -0.13
C -2.33 0.71 -0.05
H -0.18 0.30 -0.26
C -0.34 0.66 -0.09
O -0.73 1.02 -0.34
P 1.10 -1.64 0.29
F -0.85 1.17 -0.15
F 0.93 0.26 -1.18
O 0.52 -1.12 0.14
H 0.33 0.66 -0.71
C 1.18 0.58 -0.81
C 0.08 1.56 -1.73
H -0.69 0.57 -0.34
H -0.51 -0.86 -0.25
F -0.35 -0.99 0.97
H -0.09 0.50 0.26
C 0.82 -1.02 -0.93
N -0.75 0.14 0.74
O -0.43 -0.84 0.15
C 1.83 -1.03 -0.12
H 0.17 0.86 0.10
F 0.40 -1.46 -0.81
H 0.73 -0.55 0.01
C -0.03 -0.93 1.82
N -1.78 0.12 -1.15
H 0.46 -0.31 0.24
H 0.15 -0.83 -0.43
O 0.12 -0.33 0.07
C -0.20 -0.69 1.30
F 0.06 1.06 -1.16
H 0.91 0.13 -0.30
C -2.22 0.45 -0.32
F 1.46 1.00 -0.27
F -0.65 -0.54 -1.47
H -0.47 0.60 -0.60
C 1.63 -0.75 0.72

These are the Löwdin partial charges, in e, on atoms 1 to 6: number 1, C, carries -0.172; number 2, C, carries -0.266; number 3, H, carries 0.032; number 4, C, carries -0.216; number 5, C, carries -0.256; number 6, C, carries -0.184

---

4.
Below is one molecule with the formula C20H18FN5O at a distorted geometry, with properties calculated with wB97M-V/def2-TZVPD.

## Properties
**Energy above the lowest of the compared OMol25 structures with the same formula, charge and spin**: 1.5094 eV
**Spin multiplicity**: 1
**SMILES**: Cc1ccc(C)c(Cn2cnc3c(nnn3Cc3ccc(F)cc3)c2=O)c1
**Kohn-Sham gap**: 9.46 eV
**LUMO**: 0.5 eV

Geometry (Å):
N (0.700, -0.006, 2.094)
C (1.171, -1.885, -1.666)
H (3.013, -3.918, -3.701)
H (3.457, -3.552, -2.033)
C (-0.547, -2.516, 1.250)
H (0.820, -3.608, -0.438)
H (-0.098, -0.327, -0.913)
C (0.306, -0.037, -2.976)
H (0.887, -0.030, -5.035)
C (0.960, -0.544, -4.088)
H (-0.358, 1.731, -3.988)
F (-1.374, 4.871, -0.437)
C (-0.084, 3.025, 2.383)
H (-0.284, 1.880, -2.226)
H (0.777, 4.298, 0.877)
H (-0.260, 1.557, 4.563)
C (-1.124, -1.644, 2.239)
C (1.304, -2.628, -0.356)
N (-1.309, 0.144, 3.465)
H (2.362, -2.782, -0.120)
C (1.818, -2.396, -2.795)
H (2.136, -0.499, 0.751)
O (-0.947, -3.573, 0.829)
H (-2.046, 1.596, 4.697)
C (-0.523, 1.208, -3.049)
N (0.665, -1.951, 0.755)
N (-2.381, -0.642, 3.646)
C (1.198, -0.794, 1.201)
C (-1.202, 1.471, 4.016)
C (0.422, -0.724, -1.774)
C (2.619, -3.660, -2.722)
C (-2.512, 3.523, 1.122)
H (-3.365, 2.247, 2.608)
C (-0.120, 3.848, 1.271)
C (-1.251, 2.454, 2.873)
H (-3.442, 3.725, 0.615)
H (0.859, 2.816, 2.863)
H (2.198, -2.093, -4.872)
C (-2.460, 2.705, 2.235)
C (1.700, -1.708, -3.994)
H (2.003, -4.485, -2.368)
N (-2.283, -1.694, 2.943)
H (-1.581, 0.958, -2.977)
C (-0.485, -0.444, 2.577)
C (-1.336, 4.082, 0.656)

Cartesian forces, eV/Å:
N 0.21 0.44 0.23
C -0.05 0.05 -0.01
H 0.04 -0.06 -0.03
H 0.09 -0.08 0.04
C -0.10 -0.06 0.07
H 0.20 0.16 0.09
H -0.06 0.02 0.08
C 0.07 -0.02 -0.10
H -0.01 0.07 -0.10
C -0.09 0.08 0.09
H -0.02 0.08 -0.04
F 0.00 -0.05 0.08
C -0.21 0.06 0.07
H -0.02 0.09 0.02
H 0.08 0.06 -0.06
H -0.15 -0.02 0.01
C 0.57 1.19 0.34
C 0.18 -0.29 -0.34
N 0.76 -0.67 -0.49
H -0.11 -0.04 0.02
C -0.01 0.09 -0.10
H 0.09 -0.12 -0.15
O -0.18 -0.09 0.01
H 0.15 -0.06 -0.02
C -0.05 -0.02 0.01
N -0.17 -0.15 0.08
N -0.80 0.51 0.80
C 0.18 0.35 0.21
C -0.01 0.41 -0.02
C 0.04 -0.05 -0.02
C -0.02 0.04 0.03
C 0.06 0.10 -0.16
H -0.12 -0.05 0.03
C -0.12 0.14 -0.19
C 0.01 0.15 0.12
H -0.08 0.04 -0.07
H 0.10 -0.04 0.04
H 0.06 -0.06 -0.08
C 0.18 0.05 0.04
C 0.02 -0.08 0.10
H 0.02 -0.14 0.03
N -0.29 -0.86 -0.38
H -0.08 0.06 -0.01
C -0.40 -1.14 -0.41
C 0.05 -0.11 0.12

These are the Löwdin partial charges, in e, on atoms 1 to 6: number 1, N, carries 0.169; number 2, C, carries -0.145; number 3, H, carries 0.078; number 4, H, carries 0.082; number 5, C, carries -0.353; number 6, H, carries 0.133

---

5.
Below is C20H18MnN5O4S as an isolated structure, with properties calculated with wB97M-V/def2-TZVPD.

## Properties
**Spin multiplicity**: 6
**Expectation value of S²**: 8.75
**Kohn-Sham gap (alpha / beta)**: 7.02 / 7.17 eV
**Net charge**: -1
**LUMO (alpha / beta)**: 2.6 / 2.6 eV

Geometry (Å):
O (2.484, -3.260, -0.293)
H (-6.834, -1.602, 1.700)
C (-3.047, -2.592, -1.362)
H (-4.625, -2.178, 0.711)
H (-3.212, 4.460, -2.412)
C (2.407, 1.675, 1.374)
N (-2.474, -1.647, -0.582)
O (3.878, -1.340, 0.273)
S (2.542, -1.837, -0.008)
H (-2.179, 6.746, -2.403)
H (1.230, 4.720, 1.513)
C (-2.642, 0.589, 0.473)
C (-0.854, -2.807, -1.371)
N (0.800, 2.861, 0.593)
H (-0.738, 6.224, -3.272)
H (0.643, 5.071, -0.697)
C (-2.035, -3.364, -1.882)
H (-2.135, -4.201, -2.550)
H (2.989, 0.774, 1.508)
C (-4.654, 0.993, 1.811)
N (-1.422, 1.032, 0.004)
C (-4.321, -1.148, 0.856)
Mn (0.348, -0.251, -0.001)
H (-3.273, 2.219, -1.446)
C (-3.136, -0.719, 0.262)
C (-1.377, 2.330, -0.465)
H (-5.237, 1.681, 2.414)
C (-1.280, 4.953, -1.618)
H (-3.123, 2.429, 1.450)
N (-1.139, -1.777, -0.589)
H (3.334, 3.318, 2.562)
C (-2.379, 4.119, -1.806)
C (-3.462, 1.417, 1.267)
H (0.183, -3.081, -1.511)
O (1.905, -1.051, -1.158)
C (-1.190, 6.302, -2.280)
C (-5.108, -0.311, 1.626)
C (1.522, 3.694, 1.377)
H (-7.091, -0.005, 2.407)
H (-6.154, -1.217, 3.278)
C (-0.287, 3.205, -0.251)
C (-0.243, 4.464, -0.845)
H (-0.581, 6.992, -1.695)
H (-4.114, -2.633, -1.493)
C (-2.416, 2.854, -1.262)
C (-6.365, -0.810, 2.286)
C (2.570, 2.968, 1.891)
N (1.338, 1.631, 0.592)
O (1.602, -1.480, 1.147)

Cartesian forces, eV/Å:
O -0.09 -0.05 -0.03
H 0.00 -0.01 0.00
C 0.04 0.01 0.05
H 0.00 0.00 0.00
H 0.00 0.00 -0.01
C -0.05 -0.05 -0.12
N 0.05 -0.10 -0.17
O 0.00 0.09 0.03
S -0.08 0.08 0.00
H 0.00 0.01 0.00
H -0.01 0.00 0.00
C -0.01 -0.08 0.00
C 0.03 0.06 0.11
N 0.11 -0.03 0.17
H -0.01 0.02 -0.01
H 0.00 0.00 0.00
C -0.05 -0.04 -0.10
H 0.00 0.00 -0.01
H 0.02 -0.01 -0.01
C -0.02 0.02 0.01
N 0.09 -0.05 0.00
C 0.04 -0.01 -0.04
Mn 0.15 -0.12 -0.01
H 0.00 -0.02 0.00
C -0.13 0.26 0.21
C 0.07 0.03 0.01
H 0.00 0.01 0.01
C 0.02 0.04 0.00
H 0.02 0.00 0.00
N 0.09 -0.10 -0.01
H 0.00 0.00 0.01
C -0.03 0.02 -0.01
C -0.01 -0.04 -0.03
H 0.02 -0.01 0.01
O -0.10 0.03 -0.01
C 0.00 -0.02 -0.01
C -0.02 -0.03 0.00
C -0.01 -0.04 -0.05
H -0.01 0.00 0.00
H -0.02 0.00 0.01
C -0.29 0.04 -0.21
C 0.02 -0.03 0.03
H 0.00 0.01 0.00
H 0.00 0.01 0.00
C 0.03 0.03 0.03
C 0.02 0.00 0.01
C 0.03 0.06 0.11
N 0.13 -0.05 0.01
O -0.06 0.07 0.01

These are the Löwdin partial charges, in e, on atoms 1 to 6: number 1, O, carries -0.372; number 2, H, carries 0.070; number 3, C, carries -0.070; number 4, H, carries 0.113; number 5, H, carries 0.106; number 6, C, carries -0.096

---

- Among the records above, which one has the highest spin multiplicity?
  C20H18MnN5O4S

---

- Look up the spin multiplicity of the first one.
  1

---

- What is the spin multiplicity in the first record?
  1

---

- spin multiplicity of number 2 (C20H18F3N)?
  2